1.
33
Properties=species:S:1:pos:R:3:forces:R:3:mulliken_spin:R:1 method="wB97M-V/def2-TZVPD" s_squared=3.76 homo_energy_ev="-8.50 / -8.79" total_energy_ev=-71164.159 lumo_energy_ev="-0.6018 / -0.6834" de_lowest_kj_mol=5.8 gap_ev="7.9 / 8.1" spin_multiplicity=4
Co -0.525 1.740 -1.277 0.49 0.63 -0.08 2.7164
N 0.657 1.694 -3.095 -0.07 -0.06 0.05 0.0338
C 1.472 0.458 -2.929 -0.15 0.10 -0.13 -0.0062
C 1.909 0.264 -1.468 0.07 -0.03 -0.10 0.0138
O 2.915 -0.407 -1.230 -0.10 0.04 0.12 0.0222
N 1.081 0.878 -0.634 0.11 -0.20 0.18 0.0716
C 1.377 1.151 0.754 0.12 -0.11 -0.23 -0.0035
C 0.340 2.153 1.263 -0.47 0.62 -0.19 0.0018
O 0.205 2.322 2.463 0.04 -0.11 0.00 0.0082
O -0.357 2.793 0.346 0.21 -0.42 0.34 0.0752
H 0.189 1.705 -3.994 0.01 -0.04 -0.02 -0.0010
H 1.263 2.507 -3.064 0.04 -0.02 -0.02 -0.0007
H 2.364 0.458 -3.552 0.05 0.01 -0.02 0.0023
H 0.855 -0.389 -3.239 0.00 0.00 -0.01 -0.0009
H 2.370 1.599 0.867 0.01 0.01 0.01 -0.0010
H 1.363 0.272 1.401 -0.01 -0.04 0.00 0.0016
C 0.578 -2.856 0.092 -0.05 0.02 0.03 0.0008
C -0.480 -1.874 0.468 0.13 -0.07 -0.06 0.0011
C -0.766 -1.458 1.736 0.10 -0.12 0.04 0.0086
C -1.710 -0.438 1.900 -0.24 0.31 0.05 0.0025
N -2.294 0.165 0.861 -0.07 -0.18 0.03 0.0102
C -1.989 -0.224 -0.368 -0.29 0.24 0.17 -0.0123
S -2.507 0.646 -1.783 -0.05 -0.39 0.17 0.0521
N -1.162 -1.287 -0.538 0.10 -0.18 -0.27 0.0070
C -2.066 0.087 3.249 -0.02 -0.01 -0.09 -0.0001
H 0.923 -3.396 0.969 0.00 -0.01 0.00 -0.0001
H 1.426 -2.314 -0.340 0.00 0.01 0.01 -0.0006
H 0.208 -3.572 -0.644 0.00 0.01 0.00 -0.0001
H -0.252 -1.890 2.582 -0.02 0.03 -0.02 -0.0001
H -0.936 -1.522 -1.497 -0.01 -0.02 0.02 -0.0027
H -1.741 -0.580 4.044 0.01 0.02 0.00 0.0000
H -3.141 0.257 3.304 0.02 -0.01 0.00 0.0000
H -1.570 1.057 3.356 0.03 -0.03 0.02 -0.0001

=====

2.
7
Properties=species:S:1:pos:R:3:forces:R:3:mulliken_charge:R:1 method="wB97M-V/def2-TZVPD" homo_energy_ev="-8.98 / -8.98" total_energy_ev=-14445.995 lumo_energy_ev="-0.8215 / -0.8218" smiles="C=NC=S" de_lowest_kj_mol=142.3 gap_ev="8.2 / 8.2"
C -0.842 0.072 0.752 -1.15 0.05 1.20 -0.1100
N -0.219 0.760 -0.058 0.32 3.03 -0.01 -0.3949
C 0.762 0.234 -0.798 0.86 -1.86 -1.80 0.0164
S 1.658 -1.065 -0.362 0.26 0.58 0.01 -0.2682
H -1.486 0.331 1.555 -0.61 1.54 0.33 0.2498
H -0.744 -0.936 0.745 0.47 -3.54 -0.41 0.1999
H 0.871 0.604 -1.833 -0.16 0.18 0.69 0.3070

=====

3.
84
Properties=species:S:1:pos:R:3:forces:R:3:mulliken_spin:R:1 method="wB97M-V/def2-TZVPD" s_squared=0.77 homo_energy_ev="-10.55 / -10.55" charge=+1 total_energy_ev=-53325.375 lumo_energy_ev="-4.2083 / -8.3731" gap_ev="6.3 / 2.2" spin_multiplicity=2
C -22.704 -20.415 15.013 0.16 -0.44 -0.74 -0.0005
C -22.262 -21.820 14.647 0.07 -0.71 0.28 0.0077
C -23.337 -22.714 14.037 -0.83 1.90 0.63 0.0021
C -22.767 -23.924 13.597 -0.14 -0.47 -0.52 -0.0004
N -22.308 -24.913 13.268 0.80 -1.06 -0.33 -0.0007
H -23.076 -19.988 14.082 -0.34 0.34 0.12 -0.0004
H -21.827 -19.822 15.273 -0.20 0.03 0.37 0.0010
H -23.478 -20.413 15.780 0.11 0.17 -0.01 0.0005
H -22.008 -22.447 15.502 1.03 0.56 0.33 -0.0108
H -21.475 -21.765 13.895 0.45 0.03 0.28 0.0052
H -23.808 -22.139 13.239 -0.48 -0.49 -0.10 0.0000
H -24.008 -22.971 14.856 -0.61 0.17 -0.32 0.0000
C -16.252 -18.504 4.226 -0.39 -0.41 0.05 0.0000
C -16.960 -18.732 5.555 -1.05 0.42 -0.14 0.0000
C -16.039 -18.708 6.747 0.63 0.82 0.12 0.0000
C -16.726 -18.528 8.015 -0.84 -0.41 1.10 0.0000
N -17.303 -18.465 9.016 0.55 0.11 -0.88 0.0000
H -15.768 -17.528 4.182 0.46 -0.17 0.39 0.0000
H -16.978 -18.412 3.418 -0.08 -0.52 -0.03 0.0000
H -15.571 -19.336 4.046 0.22 0.29 -0.39 0.0000
H -17.546 -19.646 5.655 0.04 -0.20 -0.67 0.0000
H -17.700 -17.935 5.630 -0.03 0.12 0.38 0.0000
H -15.394 -17.837 6.632 0.39 -0.08 0.09 0.0000
H -15.425 -19.607 6.812 0.10 0.05 -0.05 0.0000
C -23.132 -15.567 13.339 0.05 -1.36 -0.11 0.0000
C -23.077 -16.364 14.627 -0.99 0.04 1.45 0.0000
C -24.442 -16.361 15.440 0.25 1.26 -0.50 0.0000
C -25.729 -16.363 14.720 -3.83 -1.46 -2.86 0.0000
N -26.766 -16.485 14.137 4.46 0.73 2.53 0.0000
H -23.248 -14.486 13.418 -0.12 -0.19 0.19 0.0000
H -23.956 -16.046 12.811 -0.11 0.60 -0.58 0.0000
H -22.220 -15.816 12.796 0.03 0.36 -0.21 0.0000
H -22.378 -15.927 15.339 0.19 -0.04 -0.03 0.0000
H -22.746 -17.394 14.491 -0.14 0.09 -0.40 -0.0001
H -24.446 -15.362 15.877 -0.02 -0.03 0.59 0.0000
H -24.500 -17.102 16.237 0.19 0.03 -0.06 0.0000
F -19.362 -20.707 17.669 1.18 -0.29 -0.56 -0.0001
C -20.307 -21.609 17.911 -2.89 -0.95 0.96 0.0033
C -21.589 -21.087 18.077 -0.24 -1.39 0.71 -0.0008
C -22.611 -21.947 18.574 0.87 0.56 -0.42 0.0013
C -22.390 -23.304 18.816 1.18 0.02 -0.87 0.0013
C -21.115 -23.862 18.529 -0.78 1.65 0.02 0.0004
C -20.099 -22.994 18.098 0.66 0.90 -0.22 0.0035
H -21.747 -20.036 17.884 -0.15 0.05 0.16 0.0000
H -23.568 -21.499 18.798 -0.16 -0.09 -0.07 0.0001
H -23.181 -23.964 19.138 -0.08 0.15 0.19 -0.0001
H -20.977 -24.919 18.701 0.35 0.02 -0.12 0.0001
H -19.070 -23.271 17.917 0.09 -0.64 0.19 -0.0029
F -20.848 -10.991 8.065 -0.25 0.67 -0.46 0.0000
C -20.449 -12.216 8.356 1.00 -1.29 -0.56 0.0000
C -21.351 -13.243 8.483 -1.03 -1.14 1.05 0.0000
C -20.953 -14.473 9.051 0.95 1.38 -0.61 0.0000
C -19.605 -14.667 9.292 -0.83 -0.39 0.75 0.0000
C -18.655 -13.673 9.036 -1.20 -1.93 -0.30 0.0000
C -19.085 -12.503 8.450 1.04 0.53 1.22 0.0000
H -22.411 -13.169 8.291 -0.05 0.72 -0.06 0.0000
H -21.650 -15.227 9.386 -0.26 0.03 -0.43 0.0000
H -19.440 -15.617 9.779 0.96 -0.04 0.03 0.0000
H -17.634 -13.945 9.261 0.25 0.57 -0.23 0.0000
H -18.251 -11.831 8.312 -0.57 0.85 -0.40 0.0000
F -18.052 -26.834 15.519 -0.06 3.44 -1.09 0.0617
C -18.147 -25.526 15.068 -0.70 -2.22 0.18 0.2990
C -19.044 -25.244 14.010 -0.87 0.73 -0.87 0.1241
C -19.259 -23.934 13.540 0.92 -2.29 1.85 0.0387
C -18.535 -22.891 14.199 -1.00 -0.85 -1.42 0.1452
C -17.598 -23.191 15.239 -0.51 -0.66 0.11 0.1827
C -17.468 -24.489 15.672 1.47 0.64 1.14 0.0494
H -19.628 -26.078 13.649 -0.13 0.02 -0.30 0.0002
H -20.055 -23.879 12.813 0.19 0.75 -0.15 0.0080
H -18.751 -21.896 13.839 0.35 0.40 0.38 0.0730
H -17.073 -22.378 15.718 0.12 -0.05 0.04 0.0057
H -16.812 -24.753 16.489 0.15 0.18 0.11 -0.0005
F -20.408 -17.928 14.404 0.88 -0.14 -0.42 0.0000
C -19.166 -18.205 13.922 2.22 -0.04 -1.19 0.0023
C -18.664 -17.618 12.714 -1.10 0.06 1.64 0.0007
C -17.363 -17.876 12.268 -1.13 0.68 -0.77 -0.0002
C -16.609 -18.749 12.943 1.90 -1.07 1.87 0.0007
C -17.078 -19.320 14.114 1.49 -0.97 0.17 0.0042
C -18.278 -19.073 14.641 -4.07 1.21 -0.36 -0.0001
H -19.227 -16.845 12.213 -0.36 -0.15 -0.07 0.0002
H -16.938 -17.426 11.383 -0.41 0.29 -0.05 0.0001
H -15.547 -18.891 12.810 0.01 -0.07 -0.85 -0.0001
H -16.474 -19.988 14.710 0.57 -0.04 -0.18 -0.0013
H -18.638 -19.574 15.528 0.03 0.14 0.27 -0.0035